[1]
Computed, not measured: a structure of composition C2H5I2P at a distorted geometry, with wB97M-V/def2-TZVPD.

Geometry as XYZ:
```
10
Properties=species:S:1:pos:R:3:forces:R:3:nbo_charge:R:1
C 1.014357 -0.795511 0.370232 -1.184 -2.349 -3.399 -0.631
C 0.578300 0.309108 -0.577453 -0.512 0.369 0.839 -0.585
P -1.155369 0.958276 -0.441662 0.097 -0.662 1.271 0.371
I -5.045243 0.114924 -0.186452 0.262 0.001 -0.034 -0.053
I 1.645925 2.254730 -0.161599 -0.189 -0.777 -0.230 0.069
H 2.032063 -0.774138 0.568148 2.012 0.128 0.298 0.223
H 0.853496 -1.825726 -0.272582 0.153 2.309 1.859 0.216
H 0.492589 -0.829848 1.278754 -0.891 -0.056 1.155 0.219
H 0.801372 -0.005232 -1.579278 0.341 0.533 -0.564 0.225
H -1.217492 0.593415 1.001889 -0.089 0.504 -1.194 -0.053
```
Forces are in eV/Å.

Properties
LUMO (alpha / beta): -1.461 / -3.123 eV
relative energy (zero: lowest compared OMol25 entry of this formula, charge and spin): 3.080 eV
gap between HOMO and LUMO (alpha / beta): 8.42 / 5.00 eV
E_HOMO (alpha / beta): -9.8768 / -8.1247 eV
max |F|: 4.3 eV/A

[2]
Computed, not measured: the molecule C2H5IN2O2 at a distorted geometry, with wB97M-V/def2-TZVPD.

Geometry as XYZ:
```
12
Properties=species:S:1:pos:R:3:forces:R:3:nbo_charge:R:1
C -0.061024 1.750278 -0.255824 -1.178 -2.694 -0.821 -0.652
C 0.467725 0.507632 0.440830 -0.200 -1.003 2.025 -0.197
I 2.559364 0.245386 0.266958 0.565 -0.123 -0.330 0.137
N -0.221448 -0.717507 -0.073734 0.153 -2.768 0.083 0.203
O -0.282457 -0.852576 -1.340711 -0.357 -0.379 1.654 -0.516
N -0.476132 -1.668300 0.828749 0.547 3.079 -1.332 0.069
O -0.971047 -2.813034 0.341113 -0.660 0.538 2.785 -0.493
H -0.637175 2.185079 0.481220 -1.417 1.565 1.200 0.223
H -0.695400 1.469848 -1.128001 0.432 0.037 0.740 0.256
H 0.666268 2.381373 -0.620431 1.714 1.340 -0.473 0.232
H 0.387117 0.455771 1.595856 -0.436 0.346 -2.127 0.259
H -0.735788 -2.943952 -0.536020 0.837 0.061 -3.404 0.480
```
Forces are in eV/Å.

Properties
LUMO (alpha / beta): -0.381 / -0.380 eV
relative energy (zero: lowest compared OMol25 entry of this formula, charge and spin): 1.898 eV
SMILES: C[C@H](I)/[N+]([O-])=N/O
gap between HOMO and LUMO (alpha / beta): 9.16 / 9.16 eV
E_HOMO (alpha / beta): -9.5422 / -9.5424 eV
max |F|: 3.5 eV/A

[3]
Computed, not measured: a structure of composition C2H5INOZn at a distorted geometry, with wB97M-V/def2-TZVPD.

Geometry as XYZ:
```
11
Properties=species:S:1:pos:R:3:forces:R:3:nbo_charge:R:1
Zn -0.528562 3.221759 -1.397706 4.526 10.358 6.057 1.369
I -1.162101 1.609588 -2.312062 -5.908 -4.369 -10.658 -0.246
O 1.334909 0.643661 -0.352004 -1.189 -0.635 -0.080 -0.680
C 0.469961 -0.181764 0.016272 1.922 1.295 0.934 0.668
N -0.673495 -0.349659 -0.617056 -0.440 -2.095 0.870 -0.781
C 0.630615 -0.938531 1.276409 1.009 -0.496 1.334 -0.737
H -0.802154 0.281465 -1.395020 0.526 -4.239 2.711 0.245
H -1.400601 -0.864833 -0.141637 -0.110 -0.011 -0.458 0.413
H 0.812643 -2.006298 1.154586 0.005 -0.008 -0.427 0.256
H -0.190487 -0.883572 1.991160 -0.309 0.284 -0.293 0.236
H 1.509272 -0.531817 1.777057 -0.032 -0.084 0.009 0.256
```
Forces are in eV/Å.

Properties
LUMO: -7.577 eV
total charge: +1
relative energy (zero: lowest compared OMol25 entry of this formula, charge and spin): 6.520 eV
gap between HOMO and LUMO: 5.71 eV
E_HOMO: -13.2852 eV
max |F|: 12.9 eV/A

[4]
Computed, not measured: a cluster of 2 separate species, C2H5IO in total at a distorted geometry, with wB97M-V/def2-TZVPD.

Geometry as XYZ:
```
9
Properties=species:S:1:pos:R:3:forces:R:3:nbo_charge:R:1
C -0.722575 0.440618 -1.061383 -0.834 -0.223 0.290 -0.072
C 1.114866 0.360917 1.320717 -2.229 -4.390 -0.948 -0.463
O -1.109094 -0.834777 -0.748775 -0.989 1.633 0.884 -0.678
I 0.463200 -1.626897 1.776952 0.612 1.194 -0.035 0.093
H -0.135517 0.485121 -2.002719 -0.508 0.642 0.824 0.156
H -1.525094 1.167646 -0.718362 1.562 -0.645 -0.686 0.174
H 0.656751 1.045264 1.872813 -1.648 2.869 2.119 0.155
H 2.043251 0.384635 0.950033 3.190 0.318 -1.256 0.158
H -0.785788 -1.422527 -1.389276 0.845 -1.398 -1.193 0.477
```
Forces are in eV/Å.

Properties
LUMO (alpha / beta): 0.031 / 0.559 eV
relative energy (zero: lowest compared OMol25 entry of this formula, charge and spin): 4.354 eV
gap between HOMO and LUMO (alpha / beta): 7.85 / 8.69 eV
E_HOMO (alpha / beta): -7.8212 / -8.1257 eV
max |F|: 5.0 eV/A

[5]
Computed, not measured: the molecule C2H5N at a distorted geometry, with wB97M-V/def2-TZVPD.

Geometry as XYZ:
```
8
Properties=species:S:1:pos:R:3:forces:R:3:nbo_charge:R:1
H 1.835084 -0.918593 0.761633 -0.097 -1.826 -0.338 0.371
N 1.304171 -0.641564 -0.050301 0.850 2.224 -0.171 -0.781
C 0.074709 -0.424751 0.197589 2.089 -0.588 3.088 0.151
C -0.614869 0.773284 -0.285743 -0.103 -2.279 -0.450 -0.657
H -0.426909 -1.245282 0.741369 -0.813 0.810 0.429 0.157
H -0.737620 -0.122991 -0.981051 -1.703 1.753 -2.042 0.277
H -1.513576 1.058510 0.239047 -0.187 -0.181 -0.266 0.236
H 0.079009 1.521387 -0.622544 -0.035 0.088 -0.251 0.247
```
Forces are in eV/Å.

Properties
LUMO: 1.150 eV
relative energy (zero: lowest compared OMol25 entry of this formula, charge and spin): 2.313 eV
SMILES: [H]/N=C/C
gap between HOMO and LUMO: 9.46 eV
E_HOMO: -8.3140 eV
max |F|: 3.8 eV/A

[6]
Computed, not measured: a structure of composition C2H5N2 at a distorted geometry, with wB97M-V/def2-TZVPD.

Geometry as XYZ:
```
9
Properties=species:S:1:pos:R:3:forces:R:3:nbo_charge:R:1
C 0.742449 -0.147354 -0.487239 -0.370 -0.183 1.380 0.625
C -0.995856 0.019967 0.433045 3.537 -2.517 1.124 0.006
N -0.443566 -0.734631 -0.710215 1.856 0.365 -0.774 -0.595
N 0.432122 0.503579 0.644035 -1.680 -0.816 -2.787 -0.591
H 2.888435 0.806090 -1.329262 -0.758 -0.462 0.206 0.144
H -1.473067 0.838125 0.115089 -2.706 2.741 -0.931 0.234
H -1.302608 -0.560283 1.279759 -0.695 -0.291 0.150 0.247
H -0.699059 -1.386342 -1.454020 -0.442 0.634 0.349 0.475
H 0.851152 0.660850 1.508808 1.259 0.529 1.282 0.455
```
Forces are in eV/Å.

Properties
LUMO (alpha / beta): -7.477 / -4.711 eV
total charge: +1
relative energy (zero: lowest compared OMol25 entry of this formula, charge and spin): 5.630 eV
gap between HOMO and LUMO (alpha / beta): 8.32 / 11.60 eV
E_HOMO (alpha / beta): -15.7963 / -16.3103 eV
max |F|: 4.5 eV/A

[7]
Computed, not measured: the ion C2H5N2 with charge +1 at a distorted geometry, with wB97M-V/def2-TZVPD.

Geometry as XYZ:
```
9
Properties=species:S:1:pos:R:3:forces:R:3:nbo_charge:R:1
H 2.089733 -1.137674 0.753942 2.943 -0.578 0.079 0.401
N 1.180720 -0.838737 0.719862 -3.399 0.220 0.541 -0.526
C 0.898030 0.246183 0.230242 3.170 2.664 -2.500 0.256
N -0.409746 0.652378 -0.056809 -2.358 1.103 0.549 -0.453
C -1.273385 -0.215444 -0.261903 -2.797 -3.899 -1.119 0.161
H 1.438939 1.046400 -0.378298 0.897 -1.212 1.418 0.191
H -0.687417 1.617642 -0.221678 0.635 0.272 0.310 0.458
H -0.886464 -1.263182 -0.185709 -0.609 0.857 0.137 0.249
H -2.350410 -0.107567 -0.599648 1.519 0.574 0.584 0.262
```
Forces are in eV/Å.

Properties
LUMO: -6.009 eV
total charge: +1
relative energy (zero: lowest compared OMol25 entry of this formula, charge and spin): 0.883 eV
SMILES: [H]/N=C/[NH+]=C
gap between HOMO and LUMO: 10.21 eV
E_HOMO: -16.2215 eV
max |F|: 4.9 eV/A

[8]
Computed, not measured: a structure of composition C2H5N2 at a distorted geometry, with wB97M-V/def2-TZVPD.

Geometry as XYZ:
```
9
Properties=species:S:1:pos:R:3:forces:R:3:nbo_charge:R:1
C 0.193197 0.967167 0.051862 -1.679 4.592 -1.948 0.360
C -0.106303 -0.944017 0.104371 -1.782 -0.955 -1.895 -0.028
N 1.016432 -0.068601 0.068325 0.354 2.496 1.196 -0.530
N -0.952962 0.299789 0.153174 1.392 -0.284 0.213 -0.526
H 0.155221 2.234115 -0.324652 0.966 -4.166 1.595 0.298
H -0.072758 -1.280095 -0.923463 -0.874 -0.706 -0.281 0.241
H -0.344378 -1.773253 0.749868 0.546 0.191 0.858 0.263
H 1.986241 -0.041841 0.269096 0.878 -0.642 0.195 0.463
H -1.874694 0.606740 -0.148580 0.199 -0.525 0.066 0.460
```
Forces are in eV/Å.

Properties
LUMO: -4.272 eV
total charge: +1
relative energy (zero: lowest compared OMol25 entry of this formula, charge and spin): 1.123 eV
gap between HOMO and LUMO: 12.21 eV
E_HOMO: -16.4827 eV
max |F|: 5.3 eV/A

[9]
Computed, not measured: the ion C2H5N2 with charge +1 at a distorted geometry, with wB97M-V/def2-TZVPD.

Geometry as XYZ:
```
9
Properties=species:S:1:pos:R:3:forces:R:3:nbo_charge:R:1
H -2.487412 0.979182 -0.042211 2.082 -2.116 -0.146 0.471
N -1.876339 0.072874 -0.049854 -0.415 1.006 0.378 -0.484
C -0.691354 -0.175402 0.022771 -3.005 1.728 0.306 0.481
C 0.508011 -0.883444 -0.025066 2.107 -0.508 0.857 -0.290
N 0.699238 0.663303 0.002896 -1.951 -3.080 1.625 -0.615
H 1.102087 -1.228310 0.867754 -1.404 -0.318 -0.869 0.290
H 0.652255 -1.482079 -0.938875 0.472 0.710 0.219 0.296
H 1.002664 0.956362 0.890830 0.556 0.532 1.205 0.426
H 1.090850 1.097511 -0.728245 1.558 2.046 -3.575 0.424
```
Forces are in eV/Å.

Properties
LUMO: -4.353 eV
total charge: +1
relative energy (zero: lowest compared OMol25 entry of this formula, charge and spin): 1.662 eV
SMILES: [H]/N=C1/C[NH2+]1
gap between HOMO and LUMO: 11.63 eV
E_HOMO: -15.9854 eV
max |F|: 4.4 eV/A

[10]
Computed, not measured: the ion C2H5N2O with charge +1 at a distorted geometry, with wB97M-V/def2-TZVPD.

Geometry as XYZ:
```
10
Properties=species:S:1:pos:R:3:forces:R:3:nbo_charge:R:1
C -0.701253 -1.259625 -0.389376 0.966 -0.461 -0.743 -0.432
N -0.419220 0.015778 0.167391 3.316 2.270 -0.237 -0.468
C 0.688497 0.765519 -0.066588 -2.426 -1.730 0.328 0.227
N 1.066829 1.735571 0.682336 1.011 2.162 1.828 0.256
O 1.141250 2.846507 1.082855 -0.500 -1.794 -1.151 0.004
H -1.624703 -1.516282 0.002999 -2.023 -0.633 -0.071 0.246
H -0.070332 -2.104161 -0.258273 1.273 -0.421 1.654 0.237
H -0.568193 -1.229934 -1.433133 -1.104 0.544 -1.656 0.229
H -0.955054 0.381277 0.898223 -1.422 0.182 1.109 0.421
H 1.442180 0.365351 -0.686433 0.909 -0.117 -1.060 0.279
```
Forces are in eV/Å.

Properties
LUMO (alpha / beta): -7.466 / -7.341 eV
total charge: +1
relative energy (zero: lowest compared OMol25 entry of this formula, charge and spin): 5.196 eV
SMILES: C/[NH+]=C/N=O
gap between HOMO and LUMO (alpha / beta): 7.65 / 7.74 eV
E_HOMO (alpha / beta): -15.1153 / -15.0825 eV
max |F|: 4.0 eV/A

[11]
Computed, not measured: a cluster of 2 separate species, C2H5N2O2 in total at a distorted geometry, with wB97M-V/def2-TZVPD.

Geometry as XYZ:
```
11
Properties=species:S:1:pos:R:3:forces:R:3:nbo_charge:R:1
N 0.274915 1.010223 -0.432259 -0.104 1.163 0.418 -0.864
C -1.079358 1.060381 -0.532369 -0.311 -0.386 -0.157 0.294
N -1.775432 1.381310 -1.564844 0.259 -0.495 0.013 -0.760
H 0.849716 0.352561 -0.957437 -0.405 0.192 -0.220 0.436
H 0.507860 0.848087 0.542231 0.157 -0.367 -0.145 0.408
H -1.571103 0.752019 0.403617 0.000 0.283 0.015 0.127
H -2.743753 1.175345 -1.326566 -0.032 0.301 -0.093 0.312
O 0.346267 -0.823183 1.750020 -0.279 0.045 -0.120 -0.791
C 0.838832 -1.545878 0.857354 1.036 -0.113 0.514 0.630
O 1.540260 -1.215572 -0.125496 0.050 -0.440 -0.147 -0.799
H 0.761364 -2.647576 1.020993 -0.372 -0.182 -0.077 0.007
```
Forces are in eV/Å.

Properties
LUMO: 4.353 eV
total charge: -1
relative energy (zero: lowest compared OMol25 entry of this formula, charge and spin): 0.561 eV
gap between HOMO and LUMO: 8.80 eV
E_HOMO: -4.4473 eV
max |F|: 1.2 eV/A

[12]
Computed, not measured: a cluster of 2 separate species, C2H5N2O2 in total at a distorted geometry, with wB97M-V/def2-TZVPD.

Geometry as XYZ:
```
11
Properties=species:S:1:pos:R:3:forces:R:3:mulliken_spin:R:1
N 0.171798 0.342076 0.994435 -1.435 0.311 1.901 0.093
C 1.347340 0.724579 0.481688 3.272 0.659 -3.336 -0.016
N 1.762724 1.935407 0.222052 -0.187 -2.323 -0.638 0.033
H -0.009974 0.318378 1.998447 -0.269 -0.009 -0.799 0.006
H -0.244398 -0.320089 0.290497 0.494 0.380 1.980 -0.012
H 1.913760 -0.194000 0.000404 -0.750 1.657 0.538 0.001
H 2.478102 1.794432 -0.548100 -0.314 0.447 1.725 0.001
O -0.493193 -1.141871 -0.818881 -5.595 -0.944 -0.264 0.488
C -1.846666 -1.123516 -0.740181 -0.682 2.233 -1.870 -0.022
O -2.807902 -0.338725 -0.446467 4.482 -3.137 -0.328 0.272
H -2.271589 -1.996670 -1.433896 0.983 0.728 1.091 0.156
```
Forces are in eV/Å.

Properties
LUMO (alpha / beta): 0.101 / -4.613 eV
relative energy (zero: lowest compared OMol25 entry of this formula, charge and spin): 2.380 eV
2S+1: 2
gap between HOMO and LUMO (alpha / beta): 9.35 / 4.51 eV
E_HOMO (alpha / beta): -9.2465 / -9.1230 eV
max |F|: 5.7 eV/A